1.
C20H24B2MnN12S2 | ωB97M-V with the def2-TZVPD basis set

Geometry as XYZ:
```
61
Properties=species:S:1:pos:R:3:lowdin_charge:R:1
Mn 10.008 9.731 5.541 0.8427
C 10.688 10.068 9.735 -0.0165
C 9.815 9.563 8.793 -0.1384
N 10.077 10.064 7.593 -0.0570
N 11.173 10.895 7.749 0.0385
C 11.484 10.931 9.027 -0.0389
B 11.959 11.620 6.593 -0.6498
N 12.711 10.562 5.728 0.0437
C 13.996 10.418 5.365 -0.0329
C 14.113 9.375 4.449 -0.0104
C 12.800 8.869 4.304 -0.1026
N 11.950 9.608 5.045 -0.0901
N 10.997 12.393 5.649 0.0253
C 10.995 13.667 5.252 -0.0484
C 9.910 13.904 4.429 0.0104
C 9.247 12.657 4.415 -0.1167
N 9.898 11.800 5.146 -0.0654
N 12.916 12.584 7.219 -0.0392
C 12.700 13.837 7.785 -0.0751
C 13.844 14.159 8.448 -0.0468
C 14.761 13.088 8.249 -0.0846
N 14.139 12.157 7.536 0.0432
H 10.725 9.871 10.772 0.1050
H 8.958 8.890 8.951 0.1201
H 12.214 11.667 9.369 0.1451
H 14.769 11.064 5.680 0.1094
H 15.066 9.081 3.971 0.1255
H 12.419 8.069 3.696 0.1113
H 11.810 14.363 5.490 0.1416
H 9.691 14.803 3.930 0.1007
H 8.321 12.412 3.951 0.1107
H 11.753 14.313 7.613 0.1144
H 13.988 15.103 8.943 0.1044
H 15.755 12.993 8.626 0.1087
C 11.299 5.945 7.247 0.0380
N 9.932 5.706 7.723 -0.1071
C 9.696 5.285 8.979 -0.0074
C 8.345 5.164 9.112 0.0198
N 7.754 5.558 7.934 0.0136
B 6.238 5.850 7.661 -0.3212
N 6.208 7.476 7.580 0.0423
C 5.547 8.178 8.594 0.0075
C 5.641 9.531 8.341 0.0034
N 6.356 9.647 7.186 -0.0880
C 6.665 11.008 6.627 0.0296
C 6.731 8.406 6.812 -0.6128
S 7.802 8.257 5.485 0.6810
C 8.768 5.868 7.081 -0.5069
S 8.335 6.276 5.348 0.7473
H 11.292 6.574 6.343 0.0830
H 11.738 4.948 7.071 0.1240
H 11.775 6.436 8.083 0.1016
H 10.526 5.004 9.619 0.1561
H 7.786 4.904 9.968 0.1346
H 5.499 5.641 8.587 0.0894
H 6.016 5.418 6.571 0.0629
H 5.012 7.689 9.346 0.1128
H 5.277 10.436 8.836 0.1513
H 5.937 11.675 7.067 0.1061
H 6.504 11.068 5.562 0.0911
H 7.675 11.285 6.832 0.0600
```

HOMO level (spin up / spin down): -13.98 / -13.98 eV
spin multiplicity: 6
net charge: +2
frontier orbital gap (spin up / spin down): 7.43 / 7.28 eV



2.
C20H24BrN3O3S | ωB97M-V with the def2-TZVPD basis set

Geometry as XYZ:
```
52
Properties=species:S:1:pos:R:3:lowdin_charge:R:1
C 2.279 -3.366 -0.171 -0.0912
H 2.248 -4.232 -0.821 0.0752
H 1.591 -3.483 0.658 0.0474
H 3.291 -3.175 0.160 0.0751
S 1.764 -1.962 -1.169 0.6438
O 2.652 -1.826 -2.283 -0.2758
O 0.359 -2.031 -1.451 -0.2688
N 2.086 -0.654 -0.152 -0.1913
C 2.542 0.525 -0.750 -0.3287
C 2.005 0.948 -1.965 -0.0322
C 2.475 2.088 -2.589 -0.0606
C 3.478 2.843 -2.002 -0.0794
C 4.028 2.439 -0.799 -0.1273
C 3.572 1.282 -0.193 -0.5793
Br 4.417 0.711 1.410 0.8077
H 4.823 3.004 -0.338 0.0989
H 3.842 3.739 -2.481 0.1053
H 2.051 2.391 -3.533 0.1081
H 1.226 0.350 -2.409 0.1081
C 1.509 -0.664 1.180 -0.1333
C 0.136 -1.347 1.199 -0.4694
O 0.037 -2.455 1.706 0.0377
N -0.916 -0.680 0.711 -0.0497
C -0.898 0.560 -0.024 -0.1219
H -1.061 0.336 -1.084 0.1326
C -2.025 1.467 0.477 -0.1645
N -3.297 0.795 0.321 -0.1761
C -3.303 -0.426 1.106 -0.1541
C -2.198 -1.352 0.615 -0.1021
H -2.371 -1.623 -0.431 0.1378
H -2.148 -2.259 1.219 0.1268
H -3.155 -0.213 2.181 0.1348
H -4.270 -0.916 0.981 0.1258
C -4.428 1.651 0.636 -0.1592
C -5.724 1.014 0.210 -0.2316
C -6.840 1.037 1.034 -0.0465
C -8.029 0.461 0.621 -0.0873
C -8.111 -0.152 -0.617 -0.0954
C -6.998 -0.183 -1.443 -0.0810
C -5.814 0.399 -1.033 -0.0434
H -4.940 0.376 -1.666 0.1134
H -7.057 -0.662 -2.409 0.1016
H -9.037 -0.605 -0.937 0.0993
H -8.892 0.487 1.270 0.1007
H -6.780 1.511 2.004 0.1084
H -4.467 1.902 1.711 0.1263
H -4.297 2.587 0.080 0.1306
H -1.831 1.738 1.532 0.1321
H -2.034 2.384 -0.118 0.1256
H 0.055 1.075 0.083 0.1130
H 1.435 0.356 1.563 0.1241
H 2.147 -1.240 1.862 0.1097
```

relative energy (zero: lowest compared OMol25 entry of this formula, charge and spin): 119.7 kJ/mol
HOMO level: -8.95 eV
SMILES string: CS(=O)(=O)N(CC(=O)N1CCN(Cc2ccccc2)CC1)c1ccccc1Br
frontier orbital gap: 9.51 eV



3.
C20H24CeCl5N4O13P4 | ωB97M-V with the def2-TZVPD basis set

Geometry as XYZ:
```
71
Properties=species:S:1:pos:R:3:lowdin_charge:R:1
Ce -0.048 0.465 0.055 0.9425
Cl -3.621 0.856 1.210 0.7051
C -2.583 2.040 1.985 -0.6698
C -1.262 2.073 1.579 -0.3193
C -0.466 2.987 2.245 -0.6701
Cl 1.233 2.968 1.808 0.7757
C -0.917 3.829 3.252 -0.6985
Cl 0.153 4.927 4.045 0.6716
C -2.259 3.758 3.623 -0.7036
Cl -2.866 4.781 4.871 0.6674
C -3.107 2.851 2.986 -0.7029
Cl -4.765 2.740 3.453 0.6617
N -2.468 -2.643 1.838 0.1339
C -1.885 -1.837 2.804 -0.2896
C -2.207 -2.163 4.134 -0.0098
C -1.660 -1.429 5.154 -0.0579
C -0.787 -0.392 4.836 -0.0415
C -0.527 -0.157 3.508 -0.1221
N -1.071 -0.845 2.485 0.1054
C -2.613 -2.580 0.462 -0.2887
C -3.498 -3.532 -0.075 -0.0145
C -3.725 -3.563 -1.427 -0.0611
C -3.070 -2.634 -2.227 -0.0457
C -2.224 -1.740 -1.615 -0.1228
N -1.965 -1.695 -0.292 0.1016
H -3.026 -3.375 2.243 0.1247
H -2.888 -2.980 4.336 0.1111
H -1.905 -1.657 6.183 0.1109
H -0.318 0.215 5.596 0.1099
H 0.168 0.623 3.234 0.0912
H -3.997 -4.228 0.587 0.1112
H -4.403 -4.292 -1.850 0.1106
H -3.200 -2.599 -3.298 0.1102
H -1.721 -1.015 -2.228 0.0587
C 3.958 -1.985 -1.192 -0.0494
C 3.645 -1.096 -0.005 -0.5377
O 4.673 -1.223 0.987 -0.0809
P 2.133 -1.612 0.900 0.5295
O 2.622 -2.640 1.991 -0.0632
O 1.124 -2.534 0.109 -0.0879
O 1.474 -0.396 1.471 -0.3892
P 3.508 0.745 -0.345 0.4098
O 4.289 0.965 -1.765 -0.1395
O 4.281 1.378 0.751 -0.2674
O 2.093 1.145 -0.673 -0.4282
H 3.996 -3.028 -0.877 0.0945
H 4.930 -1.706 -1.598 0.0901
H 3.210 -1.869 -1.974 0.0619
H 4.848 -0.305 1.288 0.0755
H 3.495 -2.382 2.326 0.0946
H 0.859 -2.155 -0.763 0.0581
H 5.199 1.228 -1.586 0.0891
N 1.896 2.224 -3.079 0.1737
C 0.580 1.559 -3.411 -0.4434
C 0.230 1.853 -4.868 -0.0813
P -0.650 2.263 -2.191 0.3362
O -1.536 3.277 -3.052 -0.0913
O 0.190 2.978 -1.190 -0.2905
O -1.501 1.148 -1.654 -0.3717
P 0.684 -0.304 -3.226 0.4006
O 2.200 -0.511 -3.773 -0.1315
O -0.300 -0.921 -4.132 -0.2536
O 0.687 -0.733 -1.760 -0.4341
H 1.770 2.655 -2.138 0.1177
H 2.115 2.939 -3.769 0.1658
H 2.682 1.566 -3.006 0.1039
H 0.118 2.927 -5.023 0.0856
H -0.707 1.366 -5.123 0.0883
H 0.999 1.461 -5.536 0.0898
H -2.467 3.029 -3.048 0.0976
H 2.169 -1.059 -4.565 0.0931
```

relative energy (zero: lowest compared OMol25 entry of this formula, charge and spin): 0.0 kJ/mol
HOMO level (spin up / spin down): -7.91 / -8.21 eV
spin multiplicity: 2
frontier orbital gap (spin up / spin down): 7.95 / 8.25 eV



4.
C20H24Cl18O3 | ωB97M-V with the def2-TZVPD basis set

Geometry as XYZ:
```
65
Properties=species:S:1:pos:R:3:lowdin_charge:R:1
C 4.406 0.922 1.487 -0.0478
C 3.055 0.418 0.876 -0.2200
O 3.394 -0.420 -0.227 -0.0512
C 2.400 -1.363 -0.574 -0.3622
C 1.177 -0.843 -1.373 -0.0433
C 0.142 -0.144 -0.490 -0.2010
C 0.032 1.237 -0.438 -0.1134
C -0.914 1.800 0.413 -0.3168
C -1.741 1.063 1.232 -0.0841
C -1.660 -0.334 1.171 -0.2568
C -2.542 -1.278 1.977 -0.0373
C -0.726 -0.892 0.319 -0.0152
C 2.042 -2.443 0.467 -0.1472
C 3.277 -3.384 0.540 -0.1301
O 3.770 -3.330 -0.789 0.0386
C 3.225 -2.321 -1.531 -0.3901
O 3.386 -2.154 -2.709 0.1462
H 4.558 1.973 1.216 0.0321
H 5.220 0.297 1.103 0.0789
H 4.366 0.842 2.581 0.0719
H 2.479 1.309 0.598 0.0889
H 2.524 -0.100 1.687 0.1171
H 0.685 -1.670 -1.900 0.0844
H 1.520 -0.145 -2.151 0.1358
H 0.691 1.844 -1.063 0.1292
H -0.977 2.893 0.459 -0.0671
H -2.454 1.520 1.921 0.1215
H -1.908 -2.136 2.260 0.0661
H -2.913 -0.846 2.912 0.0790
H -3.341 -1.692 1.345 0.0879
H -0.630 -1.980 0.261 0.0925
H 1.650 -2.016 1.400 0.1198
H 1.215 -3.057 0.071 -0.0053
H 2.847 -4.346 0.838 0.0869
H 3.927 -2.905 1.286 0.1346
C -2.313 6.120 1.741 -1.5026
Cl -1.090 6.815 2.812 0.5274
Cl -1.626 4.803 0.780 0.5796
Cl -3.700 5.550 2.668 0.5362
H -2.651 6.894 1.064 0.0164
C -2.535 2.129 -3.258 -1.4779
Cl -2.618 1.924 -1.506 0.6991
Cl -4.127 1.878 -3.989 0.5502
Cl -1.911 3.730 -3.666 0.5344
H -1.855 1.386 -3.657 0.0196
C 0.228 -6.506 1.085 -1.4939
Cl 1.479 -6.941 -0.084 0.5305
Cl 0.004 -4.751 1.128 0.5891
Cl -1.293 -7.317 0.710 0.5341
H 0.553 -6.831 2.066 0.0164
C 0.238 -5.574 -3.459 -1.5173
Cl 0.194 -4.309 -2.225 0.5675
Cl -0.385 -7.094 -2.812 0.5091
Cl -0.678 -5.084 -4.885 0.5387
H 1.270 -5.723 -3.751 0.0218
C -6.451 3.548 -1.671 -1.5705
Cl -6.488 3.333 0.082 0.5142
Cl -8.059 3.323 -2.364 0.5258
Cl -5.806 5.137 -2.091 0.5142
H -5.793 2.799 -2.090 -0.0617
C 2.608 4.995 2.439 -1.5340
Cl 3.923 4.852 1.269 0.5406
Cl 1.258 3.952 1.992 0.5376
Cl 3.178 4.618 4.067 0.5279
H 2.259 6.021 2.431 0.0052
```

HOMO level: -9.01 eV
SMILES string: CCO[C@]1(Cc2cccc(C)c2)CCOC1=O.ClC(Cl)Cl.ClC(Cl)Cl.ClC(Cl)Cl.ClC(Cl)Cl.ClC(Cl)Cl.ClC(Cl)Cl
frontier orbital gap: 9.34 eV



5.
C20H24ClFN4O2S | ωB97M-V with the def2-TZVPD basis set

Geometry as XYZ:
```
53
Properties=species:S:1:pos:R:3:lowdin_charge:R:1
C -7.582 -0.723 2.719 -0.0788
H -7.846 -0.959 1.690 0.0666
H -8.497 -0.565 3.285 0.0775
H -7.051 -1.571 3.145 0.0827
C -6.711 0.533 2.767 -0.4285
C -5.436 0.306 2.033 -0.5643
N -4.266 0.380 2.551 0.1014
C -3.273 0.134 1.654 -0.3612
C -3.706 -0.144 0.395 -0.3484
S -5.424 -0.091 0.322 1.0470
H -3.139 -0.382 -0.481 0.0546
C -1.851 0.175 2.127 -0.1093
N -0.912 0.252 1.038 0.0744
C -0.047 1.271 0.901 -0.4939
O 0.110 2.154 1.720 0.0566
C 0.754 1.231 -0.400 -0.0190
H 1.552 1.968 -0.306 0.1160
H 0.090 1.555 -1.206 0.1342
C 1.361 -0.163 -0.726 -0.2178
N 2.718 -0.139 -1.220 -0.1708
C 2.809 0.357 -2.573 -0.1522
C 2.163 -0.692 -3.472 -0.1440
N 0.843 -0.999 -2.973 0.1041
C 0.425 -0.853 -1.709 -0.4294
O -0.701 -1.197 -1.375 0.0376
H 0.206 -1.483 -3.591 0.1558
H 2.783 -1.597 -3.470 0.1238
H 2.078 -0.327 -4.499 0.1230
H 2.306 1.329 -2.703 0.1312
H 3.860 0.470 -2.843 0.1269
C 3.711 0.388 -0.304 -0.1593
C 5.057 -0.204 -0.628 -0.2385
C 6.127 0.600 -1.000 -0.0313
C 7.362 0.064 -1.318 -0.0019
C 7.517 -1.309 -1.266 -0.2741
C 6.480 -2.148 -0.901 -0.0246
C 5.255 -1.584 -0.584 -0.5908
Cl 3.966 -2.626 -0.120 0.7524
H 6.630 -3.214 -0.863 0.1186
F 8.709 -1.850 -1.578 0.0672
H 8.192 0.691 -1.603 0.1189
H 5.991 1.670 -1.035 0.1178
H 3.783 1.486 -0.332 0.1267
H 3.422 0.094 0.709 0.1323
H 1.364 -0.767 0.190 0.1540
H -1.012 -0.418 0.279 0.0896
H -1.654 -0.719 2.734 0.1317
H -1.706 1.055 2.761 0.1263
C -7.454 1.732 2.173 -0.0778
H -8.366 1.921 2.734 0.0775
H -6.831 2.622 2.211 0.0834
H -7.717 1.535 1.136 0.0672
H -6.442 0.751 3.805 0.1389
```

HOMO level: -8.63 eV
SMILES string: CC(C)c1nc(CNC(=O)C[C@H]2C(=O)NCCN2Cc2ccc(F)cc2Cl)cs1
frontier orbital gap: 9.13 eV



6.
C20H24ClN3O2 | ωB97M-V with the def2-TZVPD basis set

Geometry as XYZ:
```
50
Properties=species:S:1:pos:R:3:lowdin_charge:R:1
O 0.062 1.930 -0.694 0.0702
C -0.568 0.998 -0.239 -0.4879
N -1.877 1.070 0.175 0.1588
C -2.728 2.176 0.138 -0.2188
C -2.282 3.478 -0.066 -0.0159
C -3.188 4.523 -0.063 -0.0830
C -4.537 4.292 0.145 -0.1055
C -4.983 2.997 0.351 -0.0941
C -4.088 1.945 0.348 -0.0320
H -4.438 0.933 0.506 0.1079
H -6.033 2.803 0.513 0.1014
H -5.237 5.113 0.147 0.0969
H -2.832 5.530 -0.224 0.1028
H -1.234 3.659 -0.235 0.0983
H -2.353 0.199 0.357 0.1049
N -0.011 -0.255 -0.117 -0.0663
C 1.368 -0.408 -0.531 -0.1387
H 1.545 0.270 -1.368 0.1280
H 1.520 -1.435 -0.869 0.1154
C 2.351 -0.047 0.592 -0.1728
N 3.722 -0.222 0.154 -0.1736
C 4.183 -1.593 0.278 -0.1714
C 5.580 -1.708 -0.332 -0.1998
O 6.490 -0.840 0.299 -0.1329
C 6.041 0.492 0.205 -0.1978
C 4.656 0.661 0.831 -0.1694
H 4.324 1.692 0.702 0.1259
H 4.719 0.436 1.911 0.1314
H 6.779 1.102 0.727 0.1249
H 5.993 0.795 -0.852 0.1270
H 5.977 -2.717 -0.203 0.1250
H 5.520 -1.471 -1.405 0.1274
H 3.503 -2.257 -0.258 0.1168
H 4.225 -1.909 1.338 0.1307
H 2.128 -0.643 1.495 0.1256
H 2.193 1.006 0.834 0.1226
C -0.617 -1.320 0.653 -0.1154
C -1.840 -1.912 -0.017 -0.2276
C -2.909 -2.358 0.751 -0.0756
C -4.022 -2.901 0.131 -0.6683
C -4.091 -3.002 -1.249 -0.1045
C -3.023 -2.556 -2.009 -0.0609
C -1.904 -2.017 -1.402 -0.0262
H -1.078 -1.662 -1.998 0.1184
H -3.068 -2.631 -3.085 0.1091
H -4.967 -3.421 -1.718 0.1051
Cl -5.347 -3.446 1.099 0.6781
H -2.876 -2.285 1.828 0.1147
H -0.879 -0.974 1.662 0.1351
H 0.131 -2.110 0.766 0.1362
```

relative energy (zero: lowest compared OMol25 entry of this formula, charge and spin): 39.7 kJ/mol
HOMO level: -8.29 eV
SMILES string: O=C(Nc1ccccc1)N(CCN1CCOCC1)Cc1cccc(Cl)c1
frontier orbital gap: 8.88 eV



| no. | molecular weight (u) |
| --- | --- |
| 1 | 573.2 |
| 2 | 466.4 |
| 3 | 969.7 |
| 4 | 950.6 |
| 5 | 439.0 |
| 6 | 373.9 |